(1)
This record from OMol25 describes H14O7Xe as an isolated structure. The level of theory is ωB97M-V/def2-TZVPD.

Summary:
* charge: 0
* HOMO: -0.405 hartree
* ΔE to the lowest compared entry with this formula, charge and spin: 0.578 eV
* maximum force: 0.86 eV/A
* orbital gap: 11.01 eV

Last column: natural (NBO) charge in e.
Geometry (Å):
Xe -0.97 -0.79 0.15  0.000
O -2.76 -3.64 -1.21  -0.931
O 1.27 2.90 -1.16  -0.962
O 1.94 1.87 1.46  -0.976
O 2.58 -0.66 0.34  -0.971
O -2.81 2.37 1.28  -0.941
O 1.49 -2.60 2.20  -0.952
O -2.40 0.74 -3.03  -0.931
H 1.49 -1.90 2.86  0.478
H -2.76 -3.16 -2.04  0.465
H 2.12 3.24 -1.42  0.463
H -1.96 2.26 1.69  0.468
H -2.56 -0.21 -3.06  0.460
H -2.62 2.79 0.44  0.473
H 2.32 -0.82 -0.56  0.480
H 2.14 0.96 1.24  0.495
H 2.11 -1.32 0.85  0.496
H 0.73 -3.14 2.43  0.486
H -1.47 0.82 -2.79  0.471
H -2.00 -4.21 -1.26  0.467
H 1.45 2.34 -0.41  0.488
H 2.68 2.16 1.98  0.474



(2)
This record from OMol25 describes a 7-piece molecular cluster, H15NO6 overall in a non-equilibrium geometry. The level of theory is ωB97M-V/def2-TZVPD.

Summary:
* charge: 0
* HOMO: -0.394 hartree
* ΔE to the lowest compared entry with this formula, charge and spin: 0.774 eV
* maximum force: 1.74 eV/A
* SMILES string: N.O.O.O.O.O.O
* orbital gap: 11.10 eV

Last column: natural (NBO) charge in e.
Geometry (Å):
O 3.59 -0.62 1.52  -0.956
O 1.60 -1.65 -1.98  -0.969
O -1.47 1.50 0.36  -0.998
O -3.73 -0.04 -0.68  -0.990
O 0.35 1.29 2.98  -0.955
O -1.32 -1.95 -0.68  -0.961
N 0.76 1.42 -1.48  -1.084
H -2.12 -1.46 -0.93  0.496
H 0.44 2.05 3.57  0.477
H -1.11 -1.37 0.09  0.466
H -0.91 1.69 -0.41  0.503
H -0.86 1.11 1.00  0.482
H 1.27 1.02 2.80  0.480
H 3.27 -0.49 0.63  0.477
H 0.63 -1.72 -1.86  0.493
H 0.99 1.68 -2.42  0.369
H 4.07 -1.46 1.55  0.479
H 0.50 0.44 -1.56  0.371
H 1.62 1.39 -0.94  0.362
H 1.77 -2.23 -2.73  0.473
H -4.35 0.62 -0.96  0.482
H -3.16 0.27 0.04  0.504



- Which value of orbital gap does entry 2 give?
  11.10 eV



- Which formula does entry 1 have?
  H14O7Xe